Density functional theory data (ωB97M-V with the def2-TZVPD basis set) for C4H7ClNOPSn as an isolated structure.

XYZ file:
```
16
Properties=species:S:1:pos:R:3:lowdin_charge:R:1
C 1.5725 0.9525 0.2592 -0.1128
C 0.5373 0.2851 -0.7446 -0.2768
C -0.1114 -1.0837 -0.2882 -0.7191
Cl 0.9567 -2.1588 0.7956 0.3926
P -1.8513 -0.9343 0.5406 0.8923
N -2.9377 -0.0791 -0.5545 -0.1182
C -2.8938 1.1702 -0.2857 -0.3649
O -2.5737 2.2872 -0.3195 0.2218
H 2.5714 1.0820 -0.2625 0.0929
H 1.6685 0.4663 1.2690 0.0512
H 1.2090 2.0140 0.4510 0.0995
H 1.0800 0.0840 -1.7256 0.1241
H -0.2724 1.0486 -0.9845 0.1185
H -0.3023 -1.6887 -1.2353 0.1033
H -1.7268 -0.1087 1.7138 -0.0215
Sn 3.0738 -3.3367 1.3712 1.5171
```

Its total charge is +2. For the HOMO energy, the calculation gives -15.4188 eV.

***

Density functional theory data (ωB97M-V with the def2-TZVPD basis set) for a 2-piece molecular cluster, C2H4OS overall.

XYZ file:
```
8
Properties=species:S:1:pos:R:3:lowdin_charge:R:1
C -1.9138 -0.5437 -0.5393 0.0350
C -1.8113 0.0635 0.5006 0.0032
H -1.9919 -1.4154 -1.1264 0.0242
H -1.5136 0.8075 1.1481 0.0078
O 1.1625 0.8277 -0.3666 -0.5772
S 2.2274 -0.5272 -0.1004 0.6417
H 0.3481 0.7362 0.2200 -0.0175
H 3.4926 0.0513 0.2640 -0.1171
```

The calculation puts the energy above the lowest of the compared OMol25 structures with the same formula, charge and spin at 86.9 kcal per mole. As for the SMILES: C#C.OS. For the HOMO energy, the calculation gives -9.2267 eV.

***

Density functional theory data (ωB97M-V with the def2-TZVPD basis set) for an isolated ion of composition C5H8N3 and charge +1.

XYZ file:
```
16
Properties=species:S:1:pos:R:3:lowdin_charge:R:1
C -0.0818 -2.2135 -0.9205 0.0037
C -0.9734 -2.0589 0.1466 -0.0212
C 0.4932 -1.0239 -1.5231 -0.0737
C -1.1849 -0.7135 0.7618 0.0380
C -0.6136 1.5061 0.5270 -0.1316
N 0.4104 0.1345 -0.9522 0.0638
N -0.4646 0.1821 0.0812 -0.2729
N 0.8339 1.8484 1.0380 0.0884
H 0.1339 -3.1680 -1.3902 0.1113
H -1.6186 -2.8301 0.4439 0.0778
H 1.2913 -1.0302 -2.2282 0.1153
H -1.4975 1.5765 1.0492 0.0893
H 1.3182 2.9958 1.2390 0.2884
H -0.9557 2.0170 -0.5285 0.2032
H 1.3796 1.3506 1.9886 0.2563
H 1.5297 1.4270 0.2674 0.1640
```

The calculation puts the energy above the lowest of the compared OMol25 structures with the same formula, charge and spin at 140.4 kcal per mole. Its total charge is +1. For the HOMO energy, the calculation gives -12.6058 eV.

***

Density functional theory data (ωB97M-V with the def2-TZVPD basis set) for one molecule with the formula C6H12O.

XYZ file:
```
19
Properties=species:S:1:pos:R:3:lowdin_charge:R:1
C 1.7239 -0.8594 0.0718 -0.0288
C 0.7402 0.5597 -0.6654 -0.2075
O 0.6802 1.8460 -0.0509 -0.1050
C -0.5083 1.9410 0.7687 -0.1729
C -0.9817 0.5000 0.8874 -0.1329
C -0.6316 -0.0129 -0.5125 -0.4068
C -0.6669 -1.4989 -0.7397 -0.1069
H 1.4407 -1.1347 1.1069 0.0486
H 1.9369 -1.8780 -0.3806 0.0686
H 2.6755 -0.3761 0.0903 0.0187
H 1.1680 0.7515 -1.6616 0.1422
H -0.2421 2.4350 1.7104 0.1196
H -1.2732 2.5552 0.2634 0.1217
H -0.3991 -0.0222 1.6567 0.1139
H -2.0443 0.3757 1.0998 0.1209
H -1.3859 0.3687 -1.2108 0.1429
H -1.7806 -1.6623 -0.9002 0.1005
H -0.0713 -1.7583 -1.6340 0.0902
H -0.3760 -2.1342 0.1009 0.0730
```

The calculation puts the energy above the lowest of the compared OMol25 structures with the same formula, charge and spin at 55.1 kcal per mole. As for the SMILES: C[C@@H]1OCC[C@@H]1C. For the HOMO energy, the calculation gives -9.1937 eV.

***

| no. | strongest force on any atom (Eh/bohr) | gap between HOMO and LUMO (hartree) |
| --- | --- | --- |
| 1 | 0.0887 | 0.1328 |
| 2 | 0.0420 | 0.3564 |
| 3 | 0.1231 | 0.2983 |
| 4 | 0.0452 | 0.3779 |